(1)
# C3H7NO2

C3H7NO2 in the gas phase (wB97M-V/def2-TZVPD, the OMol25 dataset).

Each line ends with the Löwdin charge.
Geometry (Å):
O1 -1.6592 0.5019 0.1911  -0.073
C1 -1.1667 -0.8218 0.3098  -0.238
C2 0.1391 -1.0331 -0.4315  -0.179
O2 1.2774 -0.6447 0.3536  -0.136
C3 1.8247 0.5616 0.4701  -0.183
N1 1.1850 1.5856 -0.1249  0.056
H1 -1.1819 1.0547 0.8220  0.080
H2 -1.0251 -1.1115 1.3609  0.130
H3 -1.9287 -1.4821 -0.1171  0.123
H4 0.3055 -2.1008 -0.6020  0.127
H5 0.1129 -0.5227 -1.4032  0.125
H6 1.7792 2.3983 -0.1322  0.077
H7 0.3378 1.6145 -0.6966  0.090

Cartesian forces, eV/Å:
0.11 0.22 0.18
0.04 -0.32 -0.01
-0.18 0.01 -0.14
0.20 0.13 0.21
-0.21 -0.03 -0.22
0.37 -0.21 -0.06
-0.13 -0.04 -0.02
-0.06 0.06 -0.17
0.07 0.14 0.00
-0.10 0.15 -0.02
0.07 -0.02 0.15
-0.41 0.22 -0.03
0.24 -0.31 0.12

Kohn-Sham gap, eV: 9.38
Total energy, eV: -8807.4107
Lowest unoccupied orbital energy, eV: 0.87
2S+1: 1
HOMO energy, eV: -8.512
Energy relative to the best compared isomer or geometry (same formula, charge and spin), kJ/mol: 300.9


(2)
# C3H7NO2

C3H7NO2 in the gas phase (wB97M-V/def2-TZVPD, the OMol25 dataset).

Each line ends with the Löwdin charge.
Geometry (Å):
O1 1.4236 -1.0297 -0.4573  -0.071
C1 1.4103 -0.1326 0.6390  -0.238
C2 0.1796 0.7514 0.6661  -0.183
O2 -0.9272 0.0597 1.2630  -0.136
C3 -1.8197 -0.6979 0.6291  -0.178
N1 -1.5829 -0.9035 -0.6798  0.055
H1 0.8600 -1.7837 -0.2410  0.085
H2 1.4649 -0.6628 1.6002  0.130
H3 2.3031 0.4927 0.5455  0.123
H4 0.3372 1.6110 1.3231  0.128
H5 -0.0541 1.1272 -0.3394  0.122
H6 -2.4241 -1.2059 -1.1398  0.079
H7 -0.8299 -0.5385 -1.2647  0.086

Cartesian forces, eV/Å:
-0.15 -0.24 0.01
0.11 0.25 0.23
0.17 0.06 -0.13
-0.19 -0.22 0.12
0.16 0.28 -0.22
-0.36 0.31 0.21
0.11 0.09 -0.04
0.07 0.06 -0.17
-0.09 -0.07 -0.04
0.06 -0.11 -0.09
-0.02 -0.08 0.18
0.27 -0.34 -0.30
-0.14 0.02 0.27

Kohn-Sham gap, eV: 9.47
Total energy, eV: -8807.4346
Lowest unoccupied orbital energy, eV: 0.89
2S+1: 1
HOMO energy, eV: -8.570
Energy relative to the best compared isomer or geometry (same formula, charge and spin), kJ/mol: 298.5


(3)
# C3H7NO2

A 2-piece molecular cluster, C3H7NO2 overall in a non-equilibrium geometry (wB97M-V/def2-TZVPD, the OMol25 dataset).

Each line ends with the Löwdin charge.
Geometry (Å):
C1 3.1498 0.0223 -0.2396  -0.481
C2 -2.0455 0.0413 -0.3980  -0.018
C3 0.2888 -0.4980 0.8151  -0.187
N1 -0.4886 0.4978 0.1709  -0.139
O1 3.7775 -0.6353 0.4322  0.235
O2 2.4912 0.7127 -0.8988  0.156
H1 -2.0655 -0.3237 -1.5290  0.099
H2 -2.3133 -0.7623 0.2210  0.023
H3 -2.8209 0.8204 -0.3024  0.046
H4 -0.0738 -1.0886 1.5247  -0.056
H5 0.8410 -1.0323 -0.0375  0.031
H6 0.0546 1.0019 -0.6002  0.153
H7 -0.7952 1.2437 0.8416  0.137

Cartesian forces, eV/Å:
-1.86 1.55 -0.94
0.86 0.77 -2.97
4.22 1.49 -4.86
-2.69 1.44 -0.33
1.80 -1.72 1.49
0.06 0.35 -0.65
0.52 0.80 2.42
0.01 -1.11 0.88
0.61 0.15 0.04
-2.22 -2.08 2.78
-0.91 0.30 1.52
-0.98 -1.17 1.40
0.56 -0.75 -0.79

Kohn-Sham gap, eV: 6.86
Total energy, eV: -8806.2191
Lowest unoccupied orbital energy, eV: 0.58
2S+1: 1
HOMO energy, eV: -6.280
Energy relative to the best compared isomer or geometry (same formula, charge and spin), kJ/mol: 415.8


(4)
# C3H7NO2

C3H7NO2 in the gas phase (wB97M-V/def2-TZVPD, the OMol25 dataset).

Each line ends with the Löwdin charge.
Geometry (Å):
C1 1.6668 1.7157 1.1059  -0.092
N1 0.7869 0.3099 1.0906  0.016
C2 -0.3148 0.0981 0.1648  -0.530
O1 -1.1911 0.9006 0.0155  0.149
O2 -0.2114 -1.0811 -0.4456  -0.013
C3 -1.3014 -1.3780 -1.3410  -0.023
H1 2.4693 1.4776 0.3918  -0.049
H2 0.4242 0.4776 2.0209  0.128
H3 0.9587 2.3622 0.5590  -0.034
H4 1.4020 -0.5033 1.1158  0.148
H5 -2.2458 -1.3908 -0.7911  0.101
H6 -1.0868 -2.3619 -1.7558  0.096
H7 -1.3566 -0.6267 -2.1308  0.102

Cartesian forces, eV/Å:
-0.03 -0.15 -0.51
0.03 0.00 0.18
-0.33 0.47 -0.10
0.41 -0.41 0.12
0.13 0.19 0.17
-0.14 -0.05 -0.15
-0.12 -0.02 -0.10
-0.31 -0.33 0.06
0.18 -0.02 0.17
-0.06 0.23 0.03
0.17 0.01 -0.05
0.02 0.16 0.08
0.04 -0.09 0.11

Kohn-Sham gap, eV: 7.59
Total energy, eV: -8806.2917
Lowest unoccupied orbital energy, eV: 0.42
2S+1: 1
HOMO energy, eV: -7.170
Energy relative to the best compared isomer or geometry (same formula, charge and spin), kJ/mol: 408.8


(5)
# C3H7NO2

C3H7NO2 in the gas phase in a non-equilibrium geometry (wB97M-V/def2-TZVPD, the OMol25 dataset).

Each line ends with the Löwdin charge.
Geometry (Å):
C1 1.4502 -0.9670 0.0240  -0.042
C2 0.5715 0.1893 -0.5163  -0.393
C3 -0.8199 0.2005 0.1356  -0.119
H1 2.4703 -0.8574 -0.3630  0.082
H2 1.0992 -1.9127 -0.2120  0.048
H3 1.6622 -0.9508 1.1205  0.097
H4 0.4392 0.2100 -1.6169  0.147
H5 0.6764 2.1418 -0.2281  0.114
H6 -0.8798 0.3399 1.2195  0.129
H7 -2.8855 0.1739 1.0033  0.099
N1 -1.8508 0.0504 -0.6510  0.010
O1 1.1818 1.3427 0.0576  -0.073
O2 -3.1148 0.0394 0.0270  -0.101

Cartesian forces, eV/Å:
1.25 1.84 0.54
-0.67 -0.26 2.11
-1.39 -1.03 -2.61
-0.26 -0.01 -0.39
-0.83 -1.80 -0.65
-0.86 0.41 -0.63
0.38 -0.05 0.58
0.63 -0.89 0.28
-0.04 -0.06 -0.10
-0.67 -0.27 -1.64
0.71 0.25 2.35
-0.07 1.48 -0.99
1.80 0.39 1.13

Kohn-Sham gap, eV: 10.86
Total energy, eV: -8807.0881
Lowest unoccupied orbital energy, eV: 0.84
2S+1: 1
HOMO energy, eV: -10.019
Energy relative to the best compared isomer or geometry (same formula, charge and spin), kJ/mol: 332.0
Structure (SMILES): C[C@H](O)/C=N/O


(6)
# C3H7NO2

C3H7NO2 in the gas phase (wB97M-V/def2-TZVPD, the OMol25 dataset).

Each line ends with the Löwdin charge.
Geometry (Å):
C1 0.2924 1.9400 -0.4537  -0.073
C2 0.1922 0.5121 -0.9502  -0.223
O1 0.4251 -0.3590 0.1657  -0.019
C3 -0.4327 -1.3877 0.3383  -0.623
O2 -1.3686 -1.6555 -0.3829  0.076
N1 -0.0660 -2.0997 1.4437  0.171
H1 1.2983 2.1551 -0.0805  0.076
H2 -0.4191 2.1052 0.3624  0.081
H3 0.0646 2.6459 -1.2585  0.078
H4 -0.7882 0.2857 -1.3752  0.115
H5 0.9587 0.2934 -1.7025  0.125
H6 -0.7369 -2.7586 1.8039  0.110
H7 0.5802 -1.6770 2.0895  0.105

Cartesian forces, eV/Å:
-0.01 0.06 0.05
-0.04 0.08 -0.18
-0.03 -0.08 0.02
-0.19 -0.12 -0.07
0.33 0.12 0.23
-0.08 -0.03 0.08
-0.13 -0.03 -0.04
0.09 -0.01 -0.15
0.04 -0.12 0.08
0.13 0.06 0.07
-0.13 0.03 0.10
0.09 0.10 -0.11
-0.06 -0.05 -0.08

Kohn-Sham gap, eV: 11.35
Total energy, eV: -8810.3623
Lowest unoccupied orbital energy, eV: 0.92
2S+1: 1
HOMO energy, eV: -10.426
Energy relative to the best compared isomer or geometry (same formula, charge and spin), kJ/mol: 16.1
Structure (SMILES): CCOC(N)=O


(7)
# C3H7NO2

C3H7NO2 in the gas phase in a non-equilibrium geometry (wB97M-V/def2-TZVPD, the OMol25 dataset).

Each line ends with the Löwdin charge.
Geometry (Å):
C1 0.1178 0.8351 -0.3745  -0.101
C2 -1.1427 0.3981 0.4136  -0.255
O1 -1.6624 -0.8065 -0.1245  -0.070
C3 1.3412 -0.0688 -0.3119  -0.542
N1 1.1635 -1.2468 0.3886  0.164
O2 2.3090 0.1987 -0.9737  0.064
H1 -0.1357 1.2075 -1.3722  0.121
H2 0.5500 1.7455 0.0655  0.126
H3 -1.9556 1.1226 0.2796  0.114
H4 -0.8591 0.4471 1.4632  0.119
H5 -1.8489 -0.6958 -1.0489  0.088
H6 1.8958 -1.6255 0.9590  0.103
H7 0.2272 -1.5113 0.6361  0.070

Cartesian forces, eV/Å:
-0.31 0.98 0.78
0.30 1.62 -1.83
0.33 -1.05 1.75
-1.48 -1.16 -1.12
0.14 0.51 0.27
0.98 0.27 0.44
0.23 -0.68 -0.18
-0.37 0.07 0.27
0.43 0.42 0.20
-0.47 -1.21 0.18
-0.02 0.30 -0.56
0.37 -0.15 -0.33
-0.12 0.08 0.14

Kohn-Sham gap, eV: 10.55
Total energy, eV: -8809.3866
Lowest unoccupied orbital energy, eV: 0.75
2S+1: 1
HOMO energy, eV: -9.802
Energy relative to the best compared isomer or geometry (same formula, charge and spin), kJ/mol: 110.2
Structure (SMILES): NC(=O)CCO


(8)
# C3H7NO2

C3H7NO2 in the gas phase (wB97M-V/def2-TZVPD, the OMol25 dataset).

Each line ends with the Löwdin charge.
Geometry (Å):
C1 2.2663 0.3410 0.1601  -0.049
O1 1.0420 -0.2516 0.5968  -0.039
C2 0.0144 -0.1298 -0.2528  -0.498
O2 0.1006 0.3912 -1.3420  0.095
C3 -1.2826 -0.6871 0.3117  -0.189
N1 -2.4375 0.0996 -0.0819  0.005
H1 2.9978 0.1033 0.9309  0.092
H2 2.1491 1.4242 0.0710  0.098
H3 2.5753 -0.0639 -0.8056  0.095
H4 -1.2192 -0.7474 1.4004  0.120
H5 -1.4016 -1.7151 -0.0525  0.126
H6 -2.3930 1.0019 0.3838  0.074
H7 -2.3493 0.3000 -1.0770  0.070

Cartesian forces, eV/Å:
0.27 0.08 -0.05
-0.14 -0.04 -0.01
-0.06 0.16 -0.34
0.02 -0.18 0.48
0.04 -0.12 0.11
0.05 0.14 -0.16
-0.06 0.03 -0.10
0.01 -0.15 -0.01
-0.05 0.03 0.12
0.04 0.03 -0.12
0.09 0.14 0.00
-0.09 -0.08 -0.06
-0.13 -0.03 0.14

Kohn-Sham gap, eV: 10.60
Total energy, eV: -8809.6126
Lowest unoccupied orbital energy, eV: 0.86
2S+1: 1
HOMO energy, eV: -9.738
Energy relative to the best compared isomer or geometry (same formula, charge and spin), kJ/mol: 88.4
Structure (SMILES): COC(=O)CN


(9)
# C3H7NO2

A 2-piece molecular cluster, C3H7NO2 overall in a non-equilibrium geometry (wB97M-V/def2-TZVPD, the OMol25 dataset).

Each line ends with the Löwdin charge.
Geometry (Å):
C1 -1.6871 -1.2739 -0.4187  -0.043
C2 -1.9820 -0.2838 0.3842  -0.282
O1 -1.1785 0.0608 1.4432  0.037
H1 -1.5496 -2.2795 -0.0512  0.052
H2 -1.2916 -1.0526 -1.4381  0.083
H3 -2.6598 0.5529 0.0030  0.127
H4 -1.6153 0.5815 2.0135  0.025
C3 1.7679 0.2531 -0.7478  -0.495
N1 2.2509 0.9755 0.2015  0.135
O2 2.0688 0.2792 -1.9150  0.001
H5 0.8362 -0.3666 -0.5432  0.118
H6 3.0350 1.5697 -0.1116  0.132
H7 2.0052 0.9838 1.1804  0.109

Cartesian forces, eV/Å:
0.86 -2.00 -1.52
0.02 3.75 -0.78
1.02 -4.03 -2.20
1.37 0.07 0.39
-2.11 -0.43 0.12
1.37 -0.46 0.55
-2.53 3.10 3.42
-4.21 -2.68 -1.96
2.78 2.65 1.89
1.27 0.36 -0.91
1.01 0.38 0.83
-0.63 -0.40 0.59
-0.22 -0.33 -0.42

Kohn-Sham gap, eV: 8.87
Total energy, eV: -8806.6163
Lowest unoccupied orbital energy, eV: 0.36
2S+1: 1
HOMO energy, eV: -8.508
Energy relative to the best compared isomer or geometry (same formula, charge and spin), kJ/mol: 377.5
Structure (SMILES): C=CO.NC=O


Q: Look up the energy relative to the best compared isomer or geometry (same formula, charge and spin) of the first one.
A: 300.9 kJ/mol


Q: The lowest Kohn-Sham gap belongs to which entry?
A: number 3


Q: Which value of 2S+1 does entry 8 give?
A: 1


Q: Which formula does entry 1 have?
A: C3H7NO2